Here is C38H35OP2Tm as an isolated structure from the OMol25 dataset. Energies are from the ωB97M-V functional and the def2-TZVPD basis.

Output
* 2S+1: 3
* HOMO-LUMO gap (alpha / beta): 7.4 / 7.5 eV
* <S²>: 2.003
* E_LUMO (alpha / beta): -0.2262 / -0.2228 Eh
* molecular weight: 738.58 u
* net charge: +2
* calculated total energy: -90111.7156 eV
* HOMO level (alpha / beta): -13.58 / -13.60 eV

Each line ends with the Löwdin charge.
Element x y z (Å)
1 Tm 0.009 -0.891 -1.119  1.114
2 P 0.051 -2.216 1.143  1.002
3 P -2.458 0.164 -0.846  1.032
4 O 0.729 1.023 -0.635  -0.242
5 C -3.009 2.320 -4.387  -0.025
6 C -1.221 -5.156 -2.293  -0.032
7 C -0.310 -4.150 -2.588  -0.042
8 C -1.758 -5.289 -1.009  -0.039
9 C -1.372 -4.408 -0.003  -0.063
10 C -3.541 -1.272 -1.101  -0.376
11 C -2.697 2.360 0.873  -0.096
12 C -1.877 1.936 -5.132  -0.032
13 C -0.412 -3.411 -0.250  -0.361
14 C -5.081 -3.640 -1.263  -0.089
15 C -3.349 3.298 1.669  -0.062
16 C 3.868 -3.703 1.160  -0.056
17 C -1.016 -2.358 2.540  -0.395
18 C -2.544 -1.464 4.154  -0.057
19 C 2.413 -1.658 2.409  -0.109
20 C -5.000 -2.892 -0.067  -0.114
21 C 3.789 -1.737 2.594  -0.058
22 C -4.738 3.327 1.786  -0.045
23 C 1.756 -2.647 1.646  -0.347
24 C -4.339 -3.204 -2.351  -0.075
25 C 0.115 -3.268 -1.585  -0.229
26 C 1.680 0.470 -0.019  -0.311
27 C -4.183 -1.777 0.039  -0.113
28 C -1.151 0.469 -3.365  -0.165
29 C -3.628 -2.009 -2.297  -0.076
30 C 2.861 1.289 0.492  -0.051
31 C -5.462 2.385 1.063  -0.056
32 C -3.422 1.420 0.118  -0.352
33 C 4.516 -2.783 1.995  -0.040
34 C -1.670 -3.724 4.395  -0.041
35 C -0.919 -3.563 3.237  -0.095
36 C -2.303 0.811 -2.604  -0.331
37 C 2.501 -3.598 0.923  -0.080
38 C -0.957 1.020 -4.618  -0.065
39 C -4.829 1.434 0.247  -0.077
40 C -3.217 1.772 -3.112  -0.038
41 C -1.798 -1.273 2.999  -0.080
42 C -2.478 -2.675 4.852  -0.034
43 H -6.544 2.402 1.149  0.116
44 H 2.789 2.350 0.183  0.093
45 H -4.057 2.125 -2.502  0.117
46 H -5.721 -4.518 -1.413  0.125
47 H -5.220 4.076 2.417  0.124
48 H -3.170 -0.654 4.534  0.120
49 H -3.052 -1.694 -3.160  0.101
50 H -1.702 2.378 -6.116  0.125
51 H -1.579 -4.660 4.934  0.119
52 H 5.595 -2.846 2.145  0.120
53 H -1.743 -0.312 2.481  0.099
54 H 4.309 -0.948 3.142  0.120
55 H -1.838 -4.431 0.984  0.089
56 H -4.320 -3.810 -3.253  0.119
57 H 3.789 0.832 0.142  0.087
58 H -3.728 3.038 -4.791  0.126
59 H 4.442 -4.470 0.633  0.120
60 H -5.461 0.697 -0.257  0.114
61 H -5.524 -3.129 0.851  0.109
62 H 0.943 -2.523 -1.863  0.088
63 H 2.834 1.212 1.599  0.085
64 H -4.155 -4.827 0.962  0.094
65 H -0.200 -4.318 2.901  0.124
66 H -2.747 4.012 2.206  0.111
67 H -1.606 2.300 0.825  0.101
68 H -4.011 -1.377 1.040  0.107
69 H -0.054 0.727 -5.154  0.124
70 H -4.084 -5.262 0.316  0.073
71 H 2.025 -4.177 0.133  0.100
72 H -2.493 -6.062 -0.770  0.110
73 H -0.310 -0.263 -3.094  0.056
74 H -3.064 -2.821 5.755  0.120
75 H 0.084 -4.052 -3.600  0.131
76 H 1.855 -0.779 2.752  0.111
77 H -1.514 -5.882 -3.047  0.129